1.
Below is one molecule with the formula C3H4O3, with properties calculated with wB97M-V/def2-TZVPD.

As for the LUMO energy: -0.87 eV. The value obtained for the HOMO-LUMO gap is 9.74 eV. For the energy above the lowest of the compared OMol25 structures with the same formula, charge and spin, the calculation gives 59.59 kcal per mole. Its SMILES is CC(=O)C(=O)O.

```
10
C3H4O3 wB97M-V/def2-TZVPD
O -2.42 0.92 0.14
H 1.00 -0.95 -0.83
H 2.16 0.28 -0.16
O 0.04 2.02 -0.07
C -1.47 0.26 -0.13
C -0.09 0.76 -0.17
H 1.43 -0.64 1.13
H -0.39 -1.26 0.11
O -1.42 -1.09 -0.10
C 1.16 -0.30 0.10
```

2.
Below is a 14-piece molecular cluster, C3H33NO15 overall, with properties calculated with wB97M-V/def2-TZVPD.

As for the LUMO energy: 0.06 eV. The value obtained for the HOMO-LUMO gap is 10.52 eV. For the energy above the lowest of the compared OMol25 structures with the same formula, charge and spin, the calculation gives 62.04 kcal per mole.

```
52
C3H33NO15 wB97M-V/def2-TZVPD
O 0.69 3.27 -2.52
O 3.96 -0.14 -0.62
H -2.11 -2.47 2.85
H 0.43 4.18 -2.57
H -2.45 -3.22 0.67
H 0.56 2.95 -1.63
H -0.76 0.68 -3.89
H -1.03 0.87 1.64
H 2.46 -0.98 -4.09
H -2.54 0.25 -2.69
H -3.57 -0.62 2.36
H -2.86 1.30 -3.74
H -1.09 -1.42 3.02
H 1.42 -1.96 1.10
O 0.55 3.02 0.44
H 0.44 -0.20 -2.09
O -2.20 2.61 1.59
H 3.54 -0.13 -1.50
O -1.36 -2.25 3.44
C 0.79 1.80 1.20
O -2.96 -3.07 1.47
H 0.70 2.11 2.28
H -2.87 -0.31 1.04
H 0.08 1.98 -3.72
H 0.48 -3.14 1.71
H 4.46 0.67 -0.68
H -2.89 2.89 2.20
H -0.78 -2.65 -0.31
H 3.17 -0.99 0.71
H 1.98 0.36 4.14
O -2.50 0.42 -3.63
H -2.80 2.06 1.05
H 1.53 0.74 -0.94
O -1.43 -0.41 -0.49
O -3.25 0.11 1.83
C -0.39 0.19 -0.24
H 2.53 0.44 2.70
H 1.56 0.07 -3.36
H 1.77 1.51 0.79
O -1.55 -3.00 -0.77
H 1.27 -1.13 -0.99
O 0.91 -2.85 0.92
H -3.10 -3.82 2.03
H -1.89 -2.17 -1.19
H -0.41 3.19 0.49
O 0.16 1.02 -3.92
O 2.73 -1.06 1.58
N -0.24 0.80 0.98
C 0.80 -0.10 -1.05
H 3.35 -1.66 2.05
O 2.23 -0.61 -3.23
O 2.52 0.89 3.55
```

3.
Below is one molecule with the formula C3H7NO2, with properties calculated with wB97M-V/def2-TZVPD.

As for the LUMO energy: 0.84 eV. The value obtained for the HOMO-LUMO gap is 10.47 eV. For the energy above the lowest of the compared OMol25 structures with the same formula, charge and spin, the calculation gives 15.36 kcal per mole. Its SMILES is C[C@@H](O)C(N)=O.

```
13
C3H7NO2 wB97M-V/def2-TZVPD
C -1.58 0.16 -0.14
O -0.03 -1.50 0.34
H 1.98 -0.93 -0.15
H -2.39 -0.25 0.46
O 0.75 1.98 -0.03
N 2.00 0.08 -0.24
C -0.27 -0.12 0.56
C 0.88 0.77 0.06
H -1.53 -0.44 -1.08
H -0.41 0.10 1.62
H -1.71 1.23 -0.32
H -0.52 -1.64 -0.50
H 2.82 0.56 -0.59
```

4.
Below is a 2-piece molecular cluster, C26H27N3O7 overall, with properties calculated with wB97M-V/def2-TZVPD.

As for the LUMO energy: -0.09 eV. The value obtained for the HOMO-LUMO gap is 8.29 eV. For the energy above the lowest of the compared OMol25 structures with the same formula, charge and spin, the calculation gives 0.00 kcal per mole. Its SMILES is CNC(=O)[C@H](Cc1ccc(O)cc1)NC(C)=O.O=C(Nc1cccc(C(=O)O)c1O)c1ccccc1.

```
63
C26H27N3O7 wB97M-V/def2-TZVPD
C 2.33 4.31 0.34
H -1.44 2.95 3.18
H -2.78 1.58 -4.86
H -0.13 -0.67 5.99
C -0.43 -0.56 4.96
H -1.72 -3.86 -8.25
N 0.90 4.63 0.33
C 0.06 -1.24 -1.52
C -0.67 0.71 4.41
H -0.54 1.60 5.02
C 0.37 -3.56 -0.59
N -0.33 -1.74 -2.75
H 2.83 4.81 -0.48
O -2.74 -1.88 -8.23
C 1.45 -1.70 0.51
H 1.65 -0.63 0.59
H 2.78 3.95 5.13
H 2.47 3.23 0.23
H -0.04 -2.70 -2.93
H 2.78 4.65 1.28
H -0.78 -3.59 -5.86
C -0.14 3.93 0.81
C 2.66 3.15 4.40
H -1.53 0.77 -2.92
C -1.05 0.84 3.06
O 0.91 4.55 3.62
H -2.06 2.17 1.73
H 2.45 2.22 4.91
C -1.03 -1.15 -3.82
C -2.33 0.59 -4.89
C 1.51 3.50 3.48
H -0.61 -3.64 4.09
C 0.05 2.64 1.64
H 0.22 1.86 0.90
H 2.60 -2.18 2.27
C 0.63 -2.18 -0.53
H 2.13 -4.62 2.13
C -1.00 -1.59 2.82
C -2.06 -2.31 -7.31
H 0.63 5.48 -0.14
C -1.22 -0.32 2.27
H -0.27 -3.98 -1.37
C -1.61 0.12 -3.79
H 1.74 1.73 2.56
O -1.26 4.31 0.50
O -1.46 -3.53 -7.37
C 1.72 -3.94 1.39
H -1.11 -2.47 2.20
H 3.58 3.06 3.81
H -1.50 -0.22 1.23
N 1.21 2.59 2.56
C -1.89 -1.49 -6.09
O -0.60 -3.20 -4.97
C -1.21 2.20 2.42
O -0.07 -0.06 -1.22
C -1.17 -1.95 -4.97
O -0.35 -2.94 4.69
H -3.04 0.19 -6.87
C 0.91 -4.43 0.36
H 0.70 -5.50 0.30
C -2.47 -0.20 -6.03
C 1.98 -2.57 1.46
C -0.60 -1.71 4.17
```

5.
Below is one molecule with the formula C5H11Cl, with properties calculated with wB97M-V/def2-TZVPD.

As for the LUMO energy: 0.99 eV. The value obtained for the HOMO-LUMO gap is 11.21 eV. For the energy above the lowest of the compared OMol25 structures with the same formula, charge and spin, the calculation gives 28.43 kcal per mole. Its SMILES is CCC(Cl)CC.

```
17
C5H11Cl wB97M-V/def2-TZVPD
H -1.47 -2.85 -0.72
C 1.28 0.49 -2.07
H 2.18 -0.07 -1.74
H -1.99 -0.50 0.22
H 0.98 -0.67 0.68
C -0.69 -2.18 -0.83
H -0.64 -1.83 -1.89
H -0.92 -1.61 1.17
H -0.30 1.50 -1.30
C -0.98 -1.08 0.21
C 0.20 -0.02 0.23
H 0.24 -2.77 -0.77
Cl -0.24 0.95 1.77
H 1.46 1.30 -2.81
H 0.58 -0.30 -2.59
C 0.65 1.08 -0.85
H 1.25 1.95 -0.45
```

6.
Below is a 2-piece molecular cluster, C5H8O2 overall, with properties calculated with wB97M-V/def2-TZVPD.

As for the LUMO energy (spin up / spin down): 0.95 / -0.62 eV. The value obtained for the HOMO-LUMO gap (spin up / spin down) is 5.61 / 9.58 eV. For the energy above the lowest of the compared OMol25 structures with the same formula, charge and spin, the calculation gives 113.91 kcal per mole. The expectation value of S² is 2.007. As for the spin multiplicity: 3.

```
15
C5H8O2 wB97M-V/def2-TZVPD
H -0.09 -1.10 1.23
H 0.99 0.21 2.98
C -1.19 -0.47 -1.10
O 1.29 0.89 2.47
H -0.25 1.02 -2.82
C -0.27 -1.19 -2.07
C -0.52 0.06 -2.30
H -0.70 1.25 1.81
H -2.19 -0.48 -0.84
O 1.22 -0.86 -0.20
H 1.82 -0.10 -0.34
H 0.24 -2.07 -2.31
C 0.38 1.02 1.37
C 0.22 -0.28 0.64
H 0.88 1.86 0.71
```

7.
Below is C15H31ClP2Re as an isolated structure, with properties calculated with wB97M-V/def2-TZVPD.

As for the LUMO energy (spin up / spin down): -8.08 / -10.61 eV. The value obtained for the HOMO-LUMO gap (spin up / spin down) is 6.59 / 4.10 eV. For the energy above the lowest of the compared OMol25 structures with the same formula, charge and spin, the calculation gives 0.00 kcal per mole. Its net charge is +2. The expectation value of S² is 3.765. As for the spin multiplicity: 4.

```
50
C15H31ClP2Re wB97M-V/def2-TZVPD
H 0.18 -2.54 -2.94
H -1.46 0.92 -4.05
C 0.78 -0.75 -1.96
H 3.13 0.91 0.75
Re -0.22 0.37 -0.69
H -2.34 1.79 -1.49
C 4.17 -2.33 2.49
H 1.37 -2.66 1.84
H -2.73 -0.52 -0.93
C -0.99 1.53 3.27
H 3.70 -0.60 -0.01
C 3.72 0.00 0.91
C 0.36 -1.01 0.96
C -3.04 2.42 1.39
Cl 0.70 2.21 0.58
H 4.81 -2.09 3.34
H -3.76 0.23 3.11
P 2.99 -0.94 2.33
H -1.34 2.55 -3.41
C -3.08 -0.25 2.40
C -1.87 -0.32 -1.55
H -2.45 3.33 1.21
C -1.60 -1.39 -2.59
H -1.05 2.62 3.37
H -3.64 -0.67 1.55
H 0.05 1.25 3.13
H -0.41 -1.75 0.64
H 4.75 0.27 1.16
C 0.51 1.46 -3.28
C 1.09 0.68 -2.13
H 3.61 -3.25 2.71
P -1.93 1.03 1.77
H 2.13 -2.11 0.31
H -2.21 -1.23 -3.49
H -1.92 -2.36 -2.19
H 2.11 0.97 -1.84
C -1.03 1.51 -3.23
H 4.78 -2.45 1.59
H 1.61 -1.36 -1.61
C 1.66 -1.77 1.25
H 0.85 1.05 -4.23
C -1.61 1.09 -1.89
H 0.89 2.49 -3.22
H -3.62 2.18 0.48
H -1.39 1.03 4.17
H 0.01 -0.50 1.87
H 0.06 -1.12 -3.99
H -2.50 -1.04 2.89
C -0.10 -1.48 -2.96
H -3.72 2.57 2.24
```

8.
Below is C32H38BF3N4O2V as an isolated structure, with properties calculated with wB97M-V/def2-TZVPD.

As for the LUMO energy (spin up / spin down): 2.53 / 2.53 eV. The value obtained for the HOMO-LUMO gap (spin up / spin down) is 6.46 / 5.64 eV. Its net charge is -1. The expectation value of S² is 2.282. As for the spin multiplicity: 3.

```
81
C32H38BF3N4O2V wB97M-V/def2-TZVPD
H 4.98 -0.55 -2.41
H 3.17 -1.93 2.51
H 4.45 -0.85 3.07
H 0.82 -0.28 3.97
H 4.16 2.16 2.47
C 2.98 0.33 -2.47
C 3.15 -2.66 0.06
H -5.07 2.38 -1.33
H 2.75 0.93 3.46
C 3.98 -0.79 -2.77
C -5.79 1.58 -1.58
H -5.41 -2.43 -1.57
H 5.04 3.26 0.44
B -2.13 -0.44 1.38
H 0.98 6.22 0.01
H 0.77 -1.13 2.44
C 3.89 1.79 1.48
C 3.00 0.72 1.40
C -0.69 2.04 -1.07
H -5.07 1.46 0.99
C -4.01 -1.45 -0.29
H 0.87 0.75 -2.90
H 0.31 5.74 1.59
C 1.90 -2.06 -0.05
H -4.17 -0.33 -2.11
H -5.19 -4.64 -0.47
C -4.25 -0.15 -1.03
C 4.00 1.92 -0.89
H -5.65 -0.19 1.24
C 1.59 -0.06 -2.97
O -1.12 0.93 -1.55
C -3.77 -3.92 0.98
H 2.36 -5.94 -0.39
H 4.04 -0.95 -3.85
C 0.96 -4.30 -0.41
N -0.09 1.94 0.13
H 0.07 -4.89 -0.59
H -6.80 1.07 0.78
F -2.52 0.95 1.17
C 4.38 2.41 0.35
C 2.53 0.14 2.74
H 4.39 2.39 -1.79
H -3.48 0.59 -0.78
V -0.35 -0.08 0.09
H -5.67 1.35 -2.64
F -0.40 -2.37 -0.38
H 4.31 -4.46 0.03
H 1.91 5.18 1.12
C 3.31 -4.04 -0.07
C 2.23 -4.87 -0.30
N 0.34 4.25 0.09
N 1.56 -0.73 0.06
C -5.78 0.70 0.63
O 0.85 3.03 1.92
C -3.13 -1.55 0.81
H 3.67 -1.73 -2.32
H -2.38 -2.93 2.27
H -0.24 5.34 -1.56
C -4.73 -2.56 -0.73
C -0.24 4.35 -1.13
H 3.16 -1.36 4.17
C 3.39 -1.07 3.14
C 0.85 -2.95 -0.29
C 3.14 0.84 -1.03
C -0.79 3.30 -1.76
H 1.17 -0.91 -2.43
C 0.39 3.03 0.80
H 4.01 -2.02 0.24
C 2.60 0.25 0.14
H -3.67 -4.87 1.49
C -4.62 -3.79 -0.11
C -3.04 -2.82 1.42
H -6.80 1.97 -1.43
N -5.59 0.39 -0.78
H 0.40 0.60 2.53
H -1.26 3.37 -2.72
C 1.05 -0.19 2.90
H 3.29 1.19 -3.07
F -1.87 -0.66 2.76
C 0.92 5.42 0.74
H 1.67 -0.35 -4.02
```

9.
Below is C5H6O as an isolated structure, with properties calculated with wB97M-V/def2-TZVPD.

As for the LUMO energy: 1.05 eV. The value obtained for the HOMO-LUMO gap is 9.50 eV. For the energy above the lowest of the compared OMol25 structures with the same formula, charge and spin, the calculation gives 56.07 kcal per mole.

```
12
C5H6O wB97M-V/def2-TZVPD
H -2.60 -0.22 -0.78
H 2.93 -1.52 -0.49
C -2.13 0.07 0.16
C 1.24 -0.20 -0.12
H 0.27 1.91 0.33
C 2.49 -0.55 -0.27
H 3.05 0.37 -0.14
C -0.68 -0.06 0.04
C 0.30 0.85 0.14
O -0.02 -1.21 -0.22
H -2.49 -0.57 0.96
H -2.36 1.12 0.39
```

Number 1: E -9316.1165 eV. Number 2: E -35850.5361 eV. Number 3: E -8809.8629 eV. Number 4: E -46205.1367 eV. Number 5: E -17884.8105 eV. Number 6: E -9400.3140 eV. Number 7: E -49267.0010 eV. Number 8: E -78378.9206 eV. Number 9: E -7326.8533 eV.